# C44H37NO3P2Pd

A molecular structure, C44H37NO3P2Pd (the ωB97M-V functional and the def2-TZVPD basis, the Open Molecules 2025 dataset).

Geometry (Å):
Pd -1.279 0.302 -0.193
C -4.518 -0.204 0.908
P -3.108 -1.197 0.152
C -3.415 -2.804 0.996
C -3.316 -2.825 2.390
C -3.459 -4.005 3.101
C -3.684 -5.201 2.430
C -3.750 -5.199 1.046
C -3.613 -4.014 0.336
C -3.786 -1.535 -1.530
C -5.083 -1.973 -1.794
C -5.521 -2.152 -3.097
C -4.664 -1.894 -4.161
C -3.371 -1.459 -3.915
C -2.937 -1.282 -2.607
C -4.184 1.260 0.903
C -4.942 2.406 0.666
C -4.023 3.493 0.709
C -2.779 2.923 0.968
C -1.389 3.486 1.053
P -0.196 2.310 0.193
C 0.066 3.308 -1.336
C -0.798 3.023 -2.394
C -0.745 3.752 -3.574
C 0.190 4.767 -3.723
C 1.058 5.057 -2.678
C 0.989 4.340 -1.491
C 1.404 2.588 1.064
C 2.566 2.187 0.391
C 3.794 2.139 1.026
C 3.897 2.494 2.367
C 2.760 2.898 3.048
C 1.527 2.943 2.405
N -2.894 1.589 1.110
H -4.668 -0.588 1.922
H -5.436 -0.415 0.355
H -3.104 -1.904 2.924
H -3.374 -3.993 4.181
H -3.781 -6.127 2.983
H -3.890 -6.129 0.508
H -3.637 -4.039 -0.745
H -5.757 -2.181 -0.970
H -6.533 -2.492 -3.285
H -5.007 -2.035 -5.180
H -2.695 -1.260 -4.737
H -1.928 -0.941 -2.381
H -6.001 2.454 0.443
H -4.239 4.538 0.526
H -1.075 3.625 2.091
H -1.306 4.457 0.559
H -1.510 2.210 -2.274
H -1.429 3.516 -4.380
H 0.246 5.326 -4.650
H 1.793 5.847 -2.784
H 1.666 4.585 -0.682
H 2.499 1.881 -0.647
H 4.664 1.795 0.480
H 4.849 2.429 2.878
H 2.822 3.161 4.097
H 0.656 3.233 2.978
O 1.464 -1.124 0.405
C 2.685 -1.837 0.469
C 2.414 -3.407 0.631
O 3.458 -4.044 0.907
O 1.264 -3.792 0.427
C 3.435 -1.651 -0.858
C 4.617 -2.330 -1.170
C 5.260 -2.125 -2.382
C 4.730 -1.258 -3.329
C 3.523 -0.631 -3.060
C 2.880 -0.838 -1.846
C 3.468 -1.317 1.685
C 4.816 -1.591 1.926
C 5.466 -1.077 3.036
C 4.787 -0.282 3.952
C 3.445 -0.022 3.741
C 2.795 -0.536 2.626
H 1.722 -0.197 0.492
H 4.977 -3.080 -0.482
H 6.174 -2.668 -2.596
H 5.233 -1.103 -4.277
H 3.061 0.010 -3.802
H 1.906 -0.399 -1.676
H 5.361 -2.230 1.254
H 6.514 -1.309 3.192
H 5.300 0.117 4.821
H 2.886 0.585 4.445
H 1.739 -0.339 2.489

The frontier orbital gap is 5.07 eV. The value obtained for the maximum force is 0.013 Eh/bohr. The energy relative to the best compared isomer or geometry (same formula, charge and spin) is 0.456 eV. As for the total energy: -2790.006075 Eh. Its charge is -2.